Below is a cluster of 2 separate species, C5H14OP in total at a distorted geometry, with properties calculated with the ωB97M-V functional and the def2-TZVPD basis.

Last column: Mulliken charge in e.
Geometry (Å):
C  2.8353  -1.4564  -0.0287  -1.160
C  -3.2469  -0.6199  -0.4679  -0.700
C  1.5750  2.0293  0.4240  -0.872
C  1.3649  -1.0139  0.0725  -0.267
C  -4.1409  0.0238  0.2605  -0.441
O  -0.7029  0.9178  0.0286  -0.366
P  0.7827  0.6659  -0.4803  0.444
H  3.5764  -0.6011  0.3901  0.261
H  3.0431  -2.2560  0.6054  0.378
H  3.3240  -1.7665  -1.0169  0.331
H  -2.3618  -1.0332  0.0502  0.461
H  -3.3388  -1.0318  -1.4085  0.288
H  0.8044  0.9382  -1.8373  0.183
H  2.4123  2.3840  -0.2634  0.360
H  1.7662  1.5354  1.4616  0.315
H  0.7925  2.8533  0.4413  0.368
H  1.0032  -0.6561  1.1076  0.311
H  0.7969  -1.6950  -0.4605  0.409
H  -5.0196  0.1367  -0.2859  0.254
H  -3.9039  0.3762  1.2292  0.249
H  -1.3621  0.2694  0.1784  0.193

## Properties
LUMO = -0.1133 Ha
E_HOMO = -13.7 eV
Kohn-Sham gap = 0.390 Ha
total charge = +1

***

Below is a structure of composition C27H21NO6PSeTi, with properties calculated with the ωB97M-V functional and the def2-TZVPD basis.

Last column: Mulliken charge in e.
Geometry (Å):
Ti  -1.2106  -0.6844  -0.5613  0.188
O  -0.3575  3.7577  1.5015  -0.545
C  -0.7764  2.8225  0.5855  -0.105
O  -0.1568  2.7159  -0.4783  -0.600
C  -1.9260  2.0830  0.9814  0.704
C  -2.7076  2.4983  2.0905  -0.714
C  -3.9539  1.9879  2.2892  -0.502
C  -4.4518  1.0307  1.3650  -0.568
C  -3.6175  0.5873  0.3818  0.554
N  -2.3472  1.0272  0.1810  -0.017
C  -4.0377  -0.5489  -0.5190  0.322
O  -5.1855  -0.9283  -0.6006  -0.689
O  -3.0196  -1.0688  -1.1610  -0.612
H  0.4456  4.1265  1.1110  0.336
H  -2.3011  3.2551  2.7458  0.458
H  -4.5562  2.3134  3.1274  0.404
H  -5.4424  0.6060  1.4310  0.485
O  1.7475  -2.9551  -2.2876  -0.724
C  1.2261  -2.1111  -1.5985  0.434
O  -0.0606  -1.8196  -1.6225  -0.619
C  2.0196  -1.2754  -0.5977  -0.589
P  1.2085  0.3750  -0.5268  1.461
C  1.8203  1.1124  -2.0790  0.371
C  3.1724  1.0804  -2.4158  -0.042
C  3.6093  1.5896  -3.6287  -0.857
C  2.6934  2.1267  -4.5234  -0.417
C  1.3458  2.1588  -4.1981  -0.814
C  0.9109  1.6585  -2.9788  -0.407
C  2.1118  1.2321  0.8050  0.878
C  2.7657  2.4460  0.6076  -0.850
C  3.3787  3.0931  1.6708  -0.598
C  3.3374  2.5403  2.9439  -0.474
C  2.6802  1.3365  3.1486  -0.741
C  2.0692  0.6854  2.0862  -0.360
H  3.0778  -1.2773  -0.8501  0.480
H  1.8792  -1.7331  0.3859  0.469
H  3.8923  0.6593  -1.7238  0.306
H  4.6625  1.5599  -3.8786  0.389
H  3.0316  2.5182  -5.4748  0.377
H  0.6288  2.5777  -4.8926  0.410
H  -0.1344  1.7147  -2.7052  0.310
H  2.7774  2.8939  -0.3775  0.424
H  3.8855  4.0360  1.5043  0.387
H  3.8095  3.0507  3.7741  0.368
H  2.6300  0.9040  4.1398  0.420
H  1.5378  -0.2441  2.2599  0.108
Se  -0.8889  -1.6854  1.7239  -0.147
C  -1.4512  -3.4328  1.1435  0.362
C  -2.8045  -3.7110  0.9651  -0.311
C  -3.2112  -4.9618  0.5243  -0.646
C  -2.2739  -5.9509  0.2599  -0.396
C  -0.9248  -5.6779  0.4343  -0.550
C  -0.5153  -4.4264  0.8720  -0.317
H  -3.5405  -2.9394  1.1521  0.385
H  -4.2664  -5.1551  0.3758  0.380
H  -2.5917  -6.9243  -0.0928  0.354
H  -0.1834  -6.4363  0.2139  0.353
H  0.5399  -4.2130  0.9903  0.334

## Properties
spin multiplicity = 3
LUMO (spin up / spin down) = 0.0945 / 0.0941 Ha
E_HOMO (spin up / spin down) = -3.0 / -5.4 eV
Kohn-Sham gap (spin up / spin down) = 0.204 / 0.293 Ha
total charge = -1

***

Below is a structure of composition C19H21F4O24Pb at a distorted geometry, with properties calculated with the ωB97M-V functional and the def2-TZVPD basis.

Last column: Mulliken charge in e.
Geometry (Å):
Pb  0.1644  -0.3699  -0.8888  3.543
O  4.4198  -2.2688  -0.9378  -0.458
C  3.3834  -1.8054  -1.5629  0.479
O  2.6640  -0.9565  -1.0492  -0.789
O  3.1942  -2.1242  -2.7571  -0.688
H  4.8241  -2.8062  -1.6229  0.275
O  0.2911  1.5210  -5.2742  -0.528
C  0.7345  0.6813  -4.2778  0.404
O  1.4432  -0.2913  -4.6241  -0.674
O  0.5651  0.9643  -3.1277  -0.663
H  0.4252  1.0258  -6.0856  0.287
O  -1.6314  -3.8097  -3.6041  -0.519
C  -0.5854  -3.0859  -3.1915  0.521
O  0.4999  -3.0527  -3.8001  -0.681
O  -0.6886  -2.3292  -2.2526  -0.853
H  -1.3918  -4.3016  -4.3930  0.291
C  1.5766  5.4020  -1.9464  -1.399
C  0.7892  5.1995  -0.6702  0.461
C  -0.7127  5.2768  -0.8085  -0.611
O  -1.1544  3.9909  -0.5064  -0.305
C  -0.0909  3.1991  -0.1864  0.387
O  -0.1926  2.0050  0.1082  -0.575
O  1.0622  3.8372  -0.2842  -0.268
H  1.3504  6.3816  -2.3676  0.407
H  1.3309  4.7825  -2.8089  0.321
H  2.6482  5.3663  -1.7503  0.355
H  1.0750  5.8213  0.1783  0.267
H  -1.1849  5.6511  -1.7168  0.327
H  -1.0923  5.9337  -0.0259  0.303
C  1.5962  -5.6535  -0.0945  -0.503
C  2.3213  -5.5549  1.2724  0.344
O  2.2414  -4.1384  1.4407  -0.200
C  1.2211  -3.6548  0.7889  0.328
O  0.8083  -2.5152  0.8858  -0.423
O  0.6772  -4.5933  -0.0275  -0.259
F  3.6337  -5.9435  1.2331  -0.301
H  0.9460  -6.5270  -0.1432  0.263
H  2.3054  -5.6926  -0.9213  0.303
H  1.7936  -6.1598  2.0098  0.239
C  -2.4011  -2.1177  4.0875  -0.334
C  -3.4660  -2.6506  3.1784  0.207
O  -2.9506  -2.6920  1.9462  -0.244
C  -2.0184  -1.7734  1.9090  0.405
O  -1.5994  -1.3155  0.8676  -0.518
O  -1.6251  -1.4611  3.1248  -0.278
F  -4.5546  -1.9314  3.1636  -0.302
H  -1.7197  -2.8458  4.5276  0.309
H  -2.8309  -1.5086  4.8828  0.270
H  -3.8134  -3.6542  3.4236  0.201
C  -4.9227  2.3984  -0.3842  -0.395
C  -5.1595  1.9590  -1.8109  0.384
O  -3.9534  1.4221  -2.2381  -0.268
C  -3.2711  1.0953  -1.2082  0.577
O  -2.2500  0.4383  -1.3082  -0.395
O  -3.6957  1.7178  -0.1367  -0.314
F  -5.3694  3.0716  -2.5008  -0.323
H  -5.6587  2.0900  0.3584  0.182
H  -4.7112  3.4658  -0.3214  0.242
H  -6.0068  1.2905  -1.9633  0.302
C  3.8486  1.9272  3.6419  -0.502
C  2.9670  1.0820  4.5290  0.378
O  2.1667  0.3617  3.6504  -0.243
C  2.2924  0.9282  2.4287  0.324
O  1.7401  0.6155  1.4158  -0.311
O  3.1178  1.9136  2.4245  -0.288
F  2.1681  1.8766  5.2315  -0.307
H  4.8405  1.4754  3.6256  0.303
H  4.0554  2.9370  3.9964  0.281
H  3.5206  0.4791  5.2488  0.251

## Properties
LUMO = 0.0702 Ha
E_HOMO = -3.1 eV
Kohn-Sham gap = 0.183 Ha
total charge = -1

***

Below is a structure of composition C33H38IrN4P2 at a distorted geometry, with properties calculated with the ωB97M-V functional and the def2-TZVPD basis.

Last column: Mulliken charge in e.
Geometry (Å):
Ir  0.7024  -0.8058  -1.1135  1.707
N  1.8062  -2.5673  -1.1749  -0.600
C  2.7179  -2.5142  -2.3735  -0.748
C  3.4059  -1.1726  -2.3029  -0.045
N  2.3468  -0.1129  -2.2095  -0.696
H  2.3741  -2.6553  -0.3294  0.107
H  1.2075  -3.3913  -1.2044  0.450
H  2.1089  -2.6415  -3.2691  0.387
H  3.4446  -3.3260  -2.3401  0.479
H  4.0755  -1.0028  -3.1449  0.500
H  3.9971  -1.1197  -1.3941  0.040
H  1.9457  0.0245  -3.1400  0.455
H  2.7629  0.7808  -1.9428  0.217
C  0.2998  2.3799  2.0864  -1.067
N  0.2347  1.2209  1.1737  1.123
P  1.5905  0.4723  0.5895  0.986
C  2.7012  1.7758  0.0598  0.488
C  3.9278  1.9855  0.6948  -1.095
C  4.7363  3.0467  0.2994  -0.820
C  4.3320  3.8903  -0.7216  -0.753
C  3.1046  3.6938  -1.3562  -0.834
C  2.2902  2.6468  -0.9681  -0.231
C  2.4197  -0.5248  1.8046  0.940
C  1.9088  -0.6127  3.1043  -0.880
C  2.5763  -1.3598  4.0642  -0.921
C  3.7437  -2.0331  3.7350  -0.724
C  4.2624  -1.9504  2.4449  -0.914
C  3.6084  -1.1986  1.4854  -0.501
P  -0.9345  0.8222  0.0448  0.320
C  -1.8860  2.3842  -0.2127  0.284
C  -2.9885  2.7298  0.6496  -0.288
C  -3.7396  3.9126  0.4763  -0.726
C  -3.4364  4.7725  -0.5431  -0.615
C  -2.3580  4.4458  -1.4049  -0.675
C  -1.5929  3.2467  -1.2275  -0.133
C  -2.1719  -0.1845  0.8699  1.123
C  -1.8765  -0.8851  2.0396  -0.717
C  -2.8579  -1.6539  2.6484  -0.668
C  -4.1268  -1.7402  2.0872  -0.779
C  -4.4196  -1.0613  0.9106  -0.945
C  -3.4430  -0.2920  0.2930  -0.423
H  0.3958  3.3092  1.5254  0.352
H  1.1600  2.2821  2.7465  0.417
H  -0.5923  2.4054  2.7119  0.361
H  4.2509  1.3423  1.5019  0.520
H  5.6811  3.2139  0.7992  0.525
H  4.9679  4.7114  -1.0256  0.480
H  2.7927  4.3653  -2.1452  0.513
H  1.3247  2.5094  -1.4472  0.446
H  1.0023  -0.0891  3.3789  0.355
H  2.1899  -1.4060  5.0735  0.501
H  4.2632  -2.6131  4.4863  0.470
H  5.1884  -2.4545  2.2018  0.509
H  4.0546  -1.0909  0.5079  0.550
H  -3.2572  2.0735  1.4685  0.587
H  -4.5511  4.1142  1.1644  0.502
H  -3.9998  5.6835  -0.7015  0.505
H  -2.1014  5.1072  -2.2248  0.516
H  -0.7909  3.0509  -1.9286  0.454
H  -0.9007  -0.8000  2.4982  0.263
H  -2.6410  -2.1684  3.5751  0.515
H  -4.8920  -2.3316  2.5730  0.489
H  -5.4130  -1.1186  0.4843  0.572
H  -3.6867  0.2311  -0.6266  0.617
C  -4.7807  -3.7875  -2.3438  -1.576
C  -3.5322  -3.0758  -1.9481  1.114
C  -3.1425  -1.8870  -2.5795  -0.933
C  -1.9728  -1.2655  -2.2221  -0.083
N  -1.1487  -1.7645  -1.2705  -0.318
C  -1.5159  -2.9057  -0.6520  -0.151
C  -2.6825  -3.5693  -0.9543  -1.172
H  -5.6115  -3.0912  -2.4629  0.411
H  -5.0536  -4.5628  -1.6323  0.410
H  -4.6317  -4.2615  -3.3184  0.383
H  -3.7518  -1.4573  -3.3644  0.532
H  -1.6571  -0.3531  -2.7148  0.462
H  -0.8427  -3.2869  0.1061  0.629
H  -2.9222  -4.4844  -0.4286  0.467

## Properties
spin multiplicity = 2
LUMO (spin up / spin down) = -0.4557 / -0.5591 Ha
E_HOMO (spin up / spin down) = -19.7 / -19.7 eV
Kohn-Sham gap (spin up / spin down) = 0.269 / 0.165 Ha
total charge = +4

***

Look up the total charge of the third one. -1

***

What is the formula in the second record? C27H21NO6PSeTi